{"formula": "C9H16O2S3", "method": "wB97M-V/def2-TZVPD", "species": ["C", "C", "C", "C", "C", "C", "C", "C", "C", "H", "H", "H", "H", "H", "H", "H", "H", "H", "H", "H", "H", "H", "H", "H", "H", "O", "O", "S", "S", "S"], "positions_angstrom": [[-5.41, -0.40, -0.54], [-4.13, -1.08, 0.00], [-2.81, -0.45, -0.57], [-1.02, 1.74, -0.25], [0.00, 0.81, -0.73], [1.18, 0.72, -0.10], [4.74, -0.14, 1.05], [5.69, -0.24, -0.07], [5.92, 0.87, -0.83], [-6.63, -1.02, 0.75], [-5.33, 0.60, -0.11], [-5.29, -0.35, -1.61], [-4.14, -1.00, 1.14], [-4.05, -2.22, -0.27], [-2.03, -1.23, -0.95], [-3.24, 0.24, -1.39], [-0.54, 2.52, 0.37], [-1.69, 2.36, -0.91], [-0.31, 0.19, -1.57], [1.55, 1.41, 0.79], [4.32, 0.91, 1.18], [5.24, -0.55, 1.94], [6.19, -1.15, -0.27], [5.52, 1.88, -0.79], [6.87, 0.73, -1.51], [-6.57, -1.09, -0.26], [-3.36, 1.45, 1.04], [-2.14, 0.61, 0.72], [2.44, -0.37, -0.86], [3.32, -1.32, 0.71]], "e_homo_ev": -8.84, "de_lowest_kj_mol": 169.8, "lumo_energy_ha": 0.0165, "total_energy_ha": -1697.43204}

{"formula": "C9H17AuIN4O", "method": "wB97M-V/def2-TZVPD", "species": ["Au", "C", "C", "N", "C", "N", "C", "C", "C", "N", "C", "H", "H", "H", "H", "H", "H", "H", "H", "H", "H", "H", "H", "H", "N", "C", "O", "C", "I", "H", "H", "H", "H"], "positions_angstrom": [[-2.11, -0.35, -0.01], [3.23, -1.14, -0.75], [2.11, -0.65, -1.66], [0.84, -0.79, -0.97], [0.71, -0.83, 0.38], [-0.49, -1.12, 0.87], [-0.49, -1.44, 2.29], [0.24, -0.36, 3.07], [1.68, -0.34, 2.57], [1.78, -0.63, 1.15], [3.11, -0.43, 0.59], [4.20, -0.94, -1.19], [3.13, -2.22, -0.60], [2.08, -1.23, -2.58], [2.27, 0.40, -1.92], [0.09, -1.25, -1.47], [0.02, -2.40, 2.42], [-1.52, -1.55, 2.62], [0.23, -0.58, 4.14], [-0.25, 0.60, 2.90], [2.29, -1.08, 3.11], [2.13, 0.65, 2.75], [3.83, -0.83, 1.31], [3.30, 0.64, 0.48], [-2.59, 1.28, -2.77], [-3.56, 1.43, -1.87], [-3.67, 0.72, -0.87], [-4.49, 2.58, -2.09], [-3.76, 4.15, -0.79], [-1.89, 0.56, -2.62], [-2.51, 1.86, -3.59], [-5.50, 2.35, -1.78], [-4.46, 2.97, -3.11]], "total_charge": 1, "e_homo_ev": -11.92, "lumo_energy_ha": -0.1092, "total_energy_ha": -1080.63184}

{"formula": "C9H17BCsNO3S", "method": "wB97M-V/def2-TZVPD", "species": ["C", "C", "B", "C", "C", "C", "C", "N", "C", "C", "O", "S", "C", "O", "O", "H", "H", "H", "H", "H", "H", "H", "H", "H", "H", "H", "H", "H", "H", "H", "H", "H", "Cs"], "positions_angstrom": [[0.67, 2.93, 2.35], [1.19, 1.96, 1.44], [1.51, 0.72, 0.36], [1.19, -0.68, 1.16], [0.59, -1.89, 0.23], [-0.58, -1.45, -0.83], [-1.83, -0.62, -0.16], [-3.20, -1.13, -0.63], [-3.99, -0.03, -1.30], [-4.37, 1.41, -0.54], [-4.42, -0.19, -2.58], [3.31, 0.94, -0.16], [3.88, -0.34, -1.42], [3.38, 2.33, -0.90], [4.26, 1.04, 1.08], [0.32, 3.53, 3.29], [0.84, 0.93, -0.58], [2.23, -1.07, 1.58], [0.49, -0.56, 2.10], [0.09, -2.67, 0.98], [1.46, -2.51, -0.30], [-0.08, -0.80, -1.69], [-0.99, -2.42, -1.39], [-1.73, 0.50, -0.53], [-1.75, -0.62, 1.03], [-3.75, -1.41, 0.22], [-5.47, 1.34, -0.09], [-4.28, 2.34, -1.26], [-3.56, 1.53, 0.33], [2.89, -0.83, -1.88], [4.40, 0.22, -2.30], [4.59, -1.14, -0.92], [2.73, -1.34, 3.31]], "e_homo_ev": -8.39, "lumo_energy_ha": -0.0383, "total_energy_ha": -1076.39579}

{"formula": "C9H17BrNO2", "method": "wB97M-V/def2-TZVPD", "species": ["C", "C", "C", "Br", "H", "H", "C", "O", "C", "C", "N", "C", "C", "O", "C", "H", "H", "H", "H", "H", "H", "H", "H", "H", "H", "H", "H", "H", "H", "H"], "positions_angstrom": [[-1.00, -2.42, -3.35], [-2.18, -2.46, -3.06], [-3.59, -2.72, -2.74], [-4.72, -1.53, -3.91], [0.01, -2.57, -3.63], [-3.82, -3.72, -3.11], [0.10, 3.30, 1.64], [0.88, 2.30, 2.26], [0.13, 1.26, 2.87], [0.24, -0.04, 2.09], [-0.46, 0.03, 0.82], [-0.18, -1.08, -0.10], [1.27, -1.28, -0.56], [1.77, -0.26, -1.41], [2.24, 0.90, -0.76], [0.75, 4.14, 1.41], [-0.34, 2.94, 0.70], [-0.70, 3.65, 2.30], [-0.92, 1.55, 3.01], [0.56, 1.10, 3.86], [-0.19, -0.85, 2.69], [1.31, -0.25, 1.96], [-0.22, 0.90, 0.36], [-0.79, -0.92, -0.99], [-0.53, -2.01, 0.35], [1.28, -2.19, -1.16], [1.96, -1.45, 0.27], [2.70, 0.67, 0.21], [1.44, 1.63, -0.64], [3.00, 1.36, -1.40]], "total_charge": -1, "e_homo_ev": -2.31, "de_lowest_kj_mol": 519.0, "lumo_energy_ha": 0.1009, "total_energy_ha": -3132.23853}

{"formula": "C9H17BrNO8S2", "method": "wB97M-V/def2-TZVPD", "species": ["C", "C", "O", "O", "C", "S", "O", "O", "N", "S", "O", "O", "Br", "H", "H", "H", "H", "H", "C", "C", "O", "C", "H", "H", "H", "H", "H", "H", "C", "C", "O", "C", "H", "H", "H", "H", "H", "H"], "positions_angstrom": [[1.00, 2.09, 1.82], [-0.17, 2.85, 2.36], [-0.57, 2.79, 3.50], [-0.73, 3.71, 1.43], [-1.56, 3.13, 0.45], [-3.31, 2.92, 0.91], [-4.01, 3.84, 0.03], [-3.45, 3.16, 2.32], [-3.81, 1.44, 0.43], [-3.14, 0.12, 0.93], [-4.05, -0.97, 0.76], [-2.37, 0.20, 2.14], [-1.57, -0.45, -0.64], [1.72, 2.02, 2.63], [1.43, 2.64, 0.99], [0.71, 1.09, 1.51], [-1.17, 2.19, 0.08], [-1.60, 3.83, -0.38], [-1.02, -4.88, 0.98], [0.12, -4.00, 0.53], [0.29, -2.90, 1.00], [1.02, -4.56, -0.55], [-1.59, -4.36, 1.75], [-1.68, -5.10, 0.14], [-0.64, -5.82, 1.38], [0.44, -4.77, -1.45], [1.48, -5.48, -0.21], [1.79, -3.83, -0.79], [1.94, -0.15, -2.18], [2.63, 1.14, -1.82], [2.60, 1.58, -0.70], [3.36, 1.85, -2.94], [1.45, -0.56, -1.29], [1.18, 0.03, -2.95], [2.66, -0.87, -2.56], [2.67, 2.10, -3.74], [4.14, 1.20, -3.34], [3.81, 2.76, -2.55]], "total_charge": -1, "e_homo_ev": -6.33, "de_lowest_kj_mol": 0.0, "lumo_energy_ha": 0.0887, "total_energy_ha": -4380.25087}

{"formula": "C9H17Cl2NO2Ru", "method": "wB97M-V/def2-TZVPD", "species": ["Ru", "Cl", "Cl", "C", "H", "H", "C", "C", "H", "C", "H", "C", "H", "H", "C", "H", "H", "C", "H", "H", "H", "H", "N", "C", "C", "O", "O", "H", "H", "H", "H", "H"], "positions_angstrom": [[0.94, -0.37, -0.39], [-0.74, -1.91, -0.69], [1.53, 1.55, 0.76], [2.56, -1.16, -0.64], [3.48, -0.53, -0.73], [2.63, -1.84, -1.49], [-0.32, 1.23, -1.58], [0.76, 0.65, -2.18], [-0.20, 2.17, -1.04], [0.72, -0.36, -3.28], [1.74, 1.05, -1.98], [-0.57, -0.20, -4.05], [1.58, -0.21, -3.95], [0.85, -1.38, -2.87], [-1.78, -0.22, -3.11], [-0.57, 0.76, -4.56], [-0.69, -0.92, -4.87], [-1.71, 0.80, -1.91], [-2.73, -0.10, -3.64], [-1.78, -1.21, -2.61], [-2.39, 1.66, -2.15], [-2.20, 0.36, -1.02], [-0.85, -0.04, 4.41], [0.08, -1.01, 3.80], [-0.18, -0.83, 2.30], [0.77, -1.25, 1.58], [-1.26, -0.30, 1.98], [-0.42, 0.89, 4.40], [-1.05, -0.21, 5.38], [-1.72, 0.01, 3.82], [1.10, -0.78, 4.08], [-0.18, -2.00, 4.14]], "total_charge": -1, "e_homo_ev": [-1.00, -3.62], "de_lowest_kj_mol": 0.0, "lumo_energy_ha": [0.0633, 0.0607], "multiplicity": 6, "total_energy_ha": -1573.48254}

{"formula": "C9H17HgO7S2", "method": "wB97M-V/def2-TZVPD", "species": ["Hg", "O", "C", "O", "O", "H", "C", "C", "C", "S", "O", "O", "C", "H", "H", "H", "H", "H", "H", "H", "H", "C", "C", "C", "S", "O", "O", "C", "H", "H", "H", "H", "H", "H", "H", "H"], "positions_angstrom": [[-0.39, -0.82, -2.35], [0.51, -1.73, 1.64], [0.08, -1.39, 0.38], [-0.23, -2.20, -0.49], [0.06, -0.21, 0.06], [0.93, -0.92, 1.95], [-3.78, -0.71, 2.44], [-4.67, -1.72, 1.78], [-4.04, -1.96, 0.42], [-3.74, -0.36, -0.21], [-5.00, 0.23, -0.53], [-2.61, -0.42, -1.18], [-3.19, 0.28, 1.42], [-2.97, -1.13, 3.04], [-4.23, -0.14, 3.26], [-5.70, -1.37, 1.71], [-4.77, -2.65, 2.34], [-4.56, -2.58, -0.31], [-3.04, -2.36, 0.60], [-3.48, 1.33, 1.44], [-2.11, 0.25, 1.28], [4.28, 2.13, -0.17], [4.95, 0.92, -0.87], [4.41, 0.69, -2.28], [2.63, 1.15, -2.20], [1.84, -0.08, -2.21], [2.41, 2.14, -3.32], [2.75, 2.02, -0.48], [4.59, 3.06, -0.64], [4.39, 2.10, 0.92], [4.86, -0.02, -0.33], [6.04, 0.96, -0.96], [4.54, -0.28, -2.76], [4.89, 1.29, -3.06], [2.13, 1.54, 0.28], [2.21, 2.96, -0.60]], "total_charge": 1, "e_homo_ev": -13.37, "lumo_energy_ha": -0.2558, "total_energy_ha": -1829.26256}

{"formula": "C9H17N", "method": "wB97M-V/def2-TZVPD", "species": ["C", "C", "C", "C", "C", "C", "N", "C", "C", "C", "H", "H", "H", "H", "H", "H", "H", "H", "H", "H", "H", "H", "H", "H", "H", "H", "H"], "positions_angstrom": [[-1.47, 2.13, 0.25], [-0.55, 0.98, 0.00], [0.79, 0.89, -0.15], [1.88, 1.88, -0.38], [0.89, -0.60, -0.08], [1.40, -1.20, 1.22], [1.47, -1.23, -1.22], [-0.86, -0.47, -0.04], [-1.65, -1.04, 1.13], [-1.40, -1.00, -1.36], [-2.01, 1.98, 1.18], [-2.20, 2.21, -0.55], [-0.92, 3.06, 0.32], [1.51, 2.89, -0.23], [2.26, 1.81, -1.40], [2.72, 1.71, 0.30], [2.49, -1.15, 1.25], [1.11, -2.25, 1.31], [1.00, -0.66, 2.08], [2.24, -0.75, -1.67], [1.49, -2.24, -1.17], [-1.52, -2.12, 1.20], [-1.35, -0.58, 2.07], [-2.72, -0.85, 0.99], [-2.44, -0.71, -1.49], [-1.35, -2.09, -1.39], [-0.81, -0.61, -2.19]], "e_homo_ev": -8.26, "de_lowest_kj_mol": 44.3, "lumo_energy_ha": 0.0329, "total_energy_ha": -407.83654}

{"formula": "C9H17N2", "method": "wB97M-V/def2-TZVPD", "species": ["C", "C", "C", "C", "C", "C", "C", "C", "C", "N", "N", "H", "H", "H", "H", "H", "H", "H", "H", "H", "H", "H", "H", "H", "H", "H", "H", "H"], "positions_angstrom": [[-1.33, 1.08, 3.04], [-1.84, 1.99, 2.23], [-0.28, 0.14, 2.94], [-1.40, 2.12, 0.87], [0.95, 0.35, 2.44], [-0.26, 1.76, 0.31], [1.68, 1.71, -1.13], [0.89, -2.59, -1.58], [-1.27, -1.42, -1.09], [0.48, 1.27, -0.51], [0.15, -1.34, -1.46], [-1.73, 0.91, 4.00], [-2.56, 2.77, 2.48], [-0.34, -0.80, 3.39], [-2.08, 2.80, 0.32], [1.37, 1.29, 2.12], [1.67, -0.45, 2.49], [1.27, 1.84, -2.13], [2.00, 2.59, -0.65], [2.47, 1.05, -1.09], [1.04, -2.85, -2.57], [1.84, -2.48, -1.12], [0.28, -3.38, -1.12], [-1.36, -1.84, -0.15], [-1.72, -0.42, -1.09], [-1.74, -2.08, -1.83], [0.72, -0.65, -0.86], [0.26, -0.89, -2.33]], "total_charge": 1, "e_homo_ev": -10.95, "de_lowest_kj_mol": 454.6, "lumo_energy_ha": -0.1137, "total_energy_ha": -462.24996}

{"formula": "C9H17N2", "method": "wB97M-V/def2-TZVPD", "species": ["C", "C", "C", "C", "C", "C", "C", "C", "N", "C", "N", "H", "H", "H", "H", "H", "H", "H", "H", "H", "H", "H", "H", "H", "H", "H", "H", "H"], "positions_angstrom": [[-1.31, 3.00, 0.96], [-2.16, 2.14, 0.00], [-1.33, 1.41, -1.06], [-1.05, -0.08, -0.76], [-0.82, -0.38, 0.71], [-0.02, -1.67, 1.01], [1.25, -1.77, 0.26], [1.47, -2.45, -0.90], [2.80, -2.23, -1.25], [3.36, -1.44, -0.36], [2.45, -1.15, 0.57], [-0.26, 2.94, 0.72], [-1.43, 2.69, 1.99], [-1.58, 4.05, 0.88], [-2.82, 2.82, -0.52], [-2.78, 1.45, 0.57], [-1.80, 1.46, -2.03], [-0.36, 1.88, -1.18], [-0.19, -0.36, -1.37], [-1.87, -0.70, -1.11], [-1.79, -0.52, 1.17], [-0.35, 0.44, 1.25], [0.24, -1.63, 2.07], [-0.60, -2.57, 0.88], [0.77, -3.06, -1.44], [3.23, -2.61, -2.08], [4.38, -1.11, -0.39], [2.59, -0.55, 1.37]], "total_charge": 1, "e_homo_ev": -13.74, "de_lowest_kj_mol": 19.4, "lumo_energy_ha": -0.1130, "total_energy_ha": -462.41570}

{"formula": "C9H17N2", "method": "wB97M-V/def2-TZVPD", "species": ["C", "C", "C", "C", "C", "C", "C", "C", "C", "N", "N", "H", "H", "H", "H", "H", "H", "H", "H", "H", "H", "H", "H", "H", "H", "H", "H", "H"], "positions_angstrom": [[-1.75, 1.53, -0.56], [-2.28, 0.40, -1.09], [0.77, -0.73, -0.57], [2.60, 0.60, -1.30], [-0.41, -0.26, 0.30], [-0.64, 1.26, 0.27], [0.14, 2.20, 1.12], [2.73, -0.95, 0.63], [-2.58, -1.50, 0.51], [2.05, -0.21, -0.40], [-1.65, -0.86, -0.42], [-2.06, 2.53, -0.81], [-3.29, 0.27, -1.48], [0.72, -1.89, -0.62], [0.40, -0.55, -1.55], [1.88, 1.01, -1.99], [3.70, 0.68, -1.25], [-0.34, -0.68, 1.31], [1.15, 2.06, 0.76], [0.07, 1.78, 2.23], [-0.37, 3.13, 1.16], [2.09, -1.22, 1.40], [3.21, -1.93, 0.22], [3.70, -0.49, 1.04], [-2.33, -2.46, 0.82], [-2.71, -0.70, 1.35], [-3.58, -1.55, -0.02], [-1.22, -1.49, -1.07]], "total_charge": 1, "e_homo_ev": [-9.40, -8.78], "de_lowest_kj_mol": 608.6, "lumo_energy_ha": [-0.1774, -0.1990], "total_energy_ha": -462.19129}

{"formula": "C9H17N2O4P", "method": "wB97M-V/def2-TZVPD", "species": ["O", "C", "C", "C", "O", "C", "O", "C", "C", "O", "H", "H", "H", "H", "N", "C", "C", "P", "C", "N", "H", "H", "H", "H", "H", "H", "H", "H", "H", "H", "H", "H", "H"], "positions_angstrom": [[-0.84, -1.07, -0.14], [-0.63, -1.62, -1.21], [0.49, -2.48, -1.48], [0.61, -3.01, -2.71], [1.59, -3.80, -3.09], [-0.40, -2.73, -3.81], [-0.18, -3.28, -4.88], [-1.53, -1.88, -3.54], [-1.65, -1.36, -2.31], [-2.64, -0.57, -1.94], [1.21, -2.67, -0.69], [1.40, -4.03, -4.03], [-2.25, -1.70, -4.32], [-2.49, -0.34, -1.00], [2.16, 0.15, 2.95], [2.41, 0.88, 1.71], [1.91, 2.31, 1.79], [0.03, 2.47, 1.70], [-1.84, 2.47, 1.54], [-2.38, 1.12, 1.68], [1.21, 0.32, 3.28], [2.25, -0.85, 2.83], [1.94, 0.40, 0.83], [3.49, 0.87, 1.52], [2.31, 2.88, 0.94], [2.27, 2.79, 2.71], [-0.12, 2.01, 3.05], [0.07, 1.59, 0.54], [0.13, 3.88, 1.50], [-2.11, 2.86, 0.55], [-2.30, 3.12, 2.29], [-1.84, 0.47, 1.11], [-2.27, 0.80, 2.64]], "e_homo_ev": -7.93, "de_lowest_kj_mol": 604.1, "lumo_energy_ha": -0.0591, "total_energy_ha": -1104.85715}

Q: What is the formula in the ninth record?
A: C9H17N2